The following is a DFT calculation (the ωB97M-V functional and the def2-TZVPD basis) of a 2-piece molecular cluster, C6H11NO overall.

Output
Calculated total energy = -9929.85861 eV
HOMO level = -8.3 eV
Relative energy (zero: lowest compared OMol25 entry of this formula, charge and spin) = 198.2 kcal per mole
Gap between HOMO and LUMO = 7.76 eV
Lowest unoccupied orbital energy = -0.575 eV

Positions of all 19 atoms, in Å:
H: -2.080 1.223 1.152
H: -0.350 2.572 -0.902
C: -0.037 1.762 -0.245
H: 2.120 -1.081 -1.460
C: 0.687 -0.414 0.546
H: -2.159 0.710 -0.496
H: -1.114 -0.916 1.528
C: 0.653 0.551 -0.651
H: 3.471 -1.388 0.014
H: -0.986 -2.275 -0.269
O: 2.862 -0.135 0.407
H: 0.369 2.216 0.603
H: -2.537 -1.367 -0.250
N: -1.564 -1.409 -0.440
C: -0.859 -0.609 0.530
H: 0.157 0.005 -1.454
C: -1.393 0.813 0.332
H: 0.934 0.161 1.490
C: 1.826 -0.418 -0.434